[1]
ORCA calculation (wB97M-V/def2-TZVPD) on 2 unconnected molecules or ions with the total composition C7H9N5O2S in a non-equilibrium geometry.

For the relative energy (zero: lowest compared OMol25 entry of this formula, charge and spin), the calculation gives 5.84 kcal/mol. As for the spin multiplicity: 1. As for the largest force on an atom: 4.77 eV/A. The HOMO energy (spin up / spin down) is -8.36 / -8.36 eV. As for the total energy: -29783.48028 eV.

Last column: Löwdin charge in e.
CARTESIAN COORDINATES (ANGSTROEM)
C: 1.8776 -1.1797 0.7320  -0.24
C: 0.3481 0.4563 -1.1709  -0.20
C: 0.7863 2.2401 -2.4513  -0.90
C: -0.1029 -2.3781 1.2755  -0.11
C: 0.5045 -1.3288 0.6119  -0.16
C: -1.6593 1.7444 -1.8486  0.00
C: -0.3117 -0.5364 -0.3141  -0.21
N: 2.9604 -1.1169 1.1269  0.18
N: 1.6560 0.5018 -1.3683  0.13
N: 1.9156 1.5465 -2.1920  0.06
N: -0.1876 1.4723 -1.8845  -0.06
N: -0.3068 -0.5603 3.6797  0.05
O: -1.3787 -2.6512 1.1425  0.08
O: -1.5360 -0.7549 -0.4389  0.05
S: 0.4962 3.5000 -3.4071  0.63
H: 0.5042 -2.9523 1.9166  0.14
H: -2.0781 2.5062 -2.5415  0.08
H: -2.0295 0.6682 -2.0689  0.11
H: -2.0262 1.7708 -0.8157  0.09
H: 2.9462 1.6995 -2.1425  0.19
H: -0.5272 -1.2707 3.0839  -0.09
H: 0.6715 -0.8491 3.9543  0.05
H: -0.7124 -0.6016 4.6062  0.02
H: -1.8100 -1.9260 0.5148  0.12

[2]
ORCA calculation (wB97M-V/def2-TZVPD) on 6 unconnected molecules or ions with the total composition H12O6.

For the relative energy (zero: lowest compared OMol25 entry of this formula, charge and spin), the calculation gives 28.83 kcal/mol. As for the spin multiplicity: 1. As for the largest force on an atom: 0.53 eV/A. The HOMO energy is -10.75 eV. As for the total energy: -12479.86351 eV.

Last column: Löwdin charge in e.
CARTESIAN COORDINATES (ANGSTROEM)
O: 3.3819 -1.0354 -1.7475  -0.07
H: 3.6324 -1.7667 -1.1727  0.03
H: 2.4521 -0.8640 -1.5364  -0.01
O: 2.5265 -0.4177 1.8810  -0.08
H: 2.9816 0.2699 2.3796  0.03
H: 2.2328 0.0124 1.0565  0.00
O: -2.3780 1.5843 -1.7580  -0.05
H: -3.2471 1.9954 -1.6970  0.04
H: -2.1453 1.3433 -0.8492  -0.02
O: -1.9461 -1.5459 -0.1842  -0.05
H: -2.4338 -1.9933 0.5160  0.05
H: -1.7895 -0.6480 0.1472  -0.02
O: 0.8349 -0.2079 -0.4117  -0.05
H: 0.3058 -0.9811 -0.6628  0.06
H: 0.1801 0.4743 -0.2163  0.02
O: -1.4343 1.1846 1.0441  -0.05
H: -1.1574 0.6980 1.8356  0.08
H: -1.9965 1.8978 1.3756  0.08

[3]
ORCA calculation (wB97M-V/def2-TZVPD) on a molecular structure, C33H31DyF5N3O7Si in a non-equilibrium geometry.

For the relative energy (zero: lowest compared OMol25 entry of this formula, charge and spin), the calculation gives 16.12 kcal/mol. As for the spin multiplicity: 6. As for the largest force on an atom: 1.52 eV/A. The HOMO energy (spin up / spin down) is -2.31 / -2.26 eV. As for the charge: -2. As for the total energy: -99082.38902 eV.

Last column: Mulliken spin population.
CARTESIAN COORDINATES (ANGSTROEM)
Dy: -0.4916 0.4019 -0.2509  4.84
O: 0.7912 -3.8105 -0.3267  0.00
C: 0.7241 -2.6918 -0.8369  0.01
O: -0.2627 -1.8784 -0.7598  0.01
C: 1.9147 -2.2090 -1.6719  0.00
C: 1.4782 -1.1891 -2.7311  0.00
C: 2.6128 -0.9456 -3.7362  0.00
C: 3.5699 -0.0448 -2.9116  0.00
C: 2.8478 -0.0077 -1.5646  0.00
O: 1.4703 0.0401 -1.9693  0.02
C: 2.9631 -1.3664 -0.8548  0.00
C: 2.6374 -1.2316 0.6324  0.00
O: 3.4119 -1.6953 1.4670  0.00
O: 1.5317 -0.6196 0.8806  0.02
H: 2.3717 -3.0948 -2.1107  0.00
H: 0.5004 -1.3639 -3.1608  0.00
H: 2.2411 -0.4273 -4.6166  0.00
H: 3.0703 -1.8865 -4.0468  0.00
H: 3.6270 0.9573 -3.3379  0.00
H: 4.5812 -0.4451 -2.8187  0.00
H: 3.0690 0.8411 -0.9396  0.00
H: 3.9674 -1.7747 -0.9402  0.00
N: -2.8003 -1.0290 -0.5575  -0.01
C: -3.9221 -0.0970 -0.6809  0.00
C: -3.6570 1.1168 0.2103  0.00
O: -4.5755 1.5800 0.8841  0.00
O: -2.4414 1.5336 0.1614  0.02
H: -2.7359 -1.6900 -1.3171  0.00
H: -2.8731 -1.5633 0.2980  0.00
H: -4.8904 -0.5200 -0.4166  0.00
H: -3.9587 0.2675 -1.7086  0.00
N: -0.4394 -1.6628 2.3740  0.00
C: -1.0198 -2.4702 3.2626  0.00
C: -2.2877 -1.9677 3.4981  0.00
C: -2.3683 -0.8243 2.6870  0.00
N: -1.2379 -0.6516 2.0096  0.01
H: 0.5093 -1.6481 1.9834  0.00
H: -0.5074 -3.3359 3.6504  0.00
H: -3.0399 -2.3579 4.1652  0.00
H: -3.1773 -0.1149 2.5710  0.00
C: -0.7640 0.9665 5.6136  0.00
C: -1.6477 1.6663 4.8008  0.00
C: -1.2297 2.1398 3.5627  0.00
C: 0.0834 1.9583 3.1123  0.00
C: 0.9479 1.2281 3.9361  0.00
C: 0.5342 0.7386 5.1702  0.00
Si: 0.6330 2.5115 1.3566  0.08
C: 2.4380 3.0985 1.8045  0.00
C: 2.6420 3.9026 2.9343  0.00
C: 3.9043 4.3355 3.3147  0.00
C: 5.0243 3.9766 2.5687  0.00
C: 4.8554 3.1904 1.4407  0.00
C: 3.5789 2.7660 1.0736  0.00
C: -0.1197 4.2828 1.1889  0.00
C: -0.5738 5.0913 2.2377  0.00
C: -1.0337 6.3862 2.0179  0.00
C: -1.0593 6.9129 0.7319  0.00
C: -0.6222 6.1293 -0.3283  0.00
C: -0.1668 4.8365 -0.0972  0.00
H: -1.0891 0.5870 6.5760  0.00
H: -2.6726 1.8207 5.1201  0.00
H: -1.9499 2.6361 2.9177  0.00
H: 1.9597 1.0189 3.5972  0.00
H: 1.2251 0.1683 5.7825  0.00
H: 1.7877 4.1940 3.5392  0.00
H: 4.0183 4.9539 4.1988  0.00
H: 6.0132 4.3025 2.8706  0.00
H: 5.7143 2.8990 0.8465  0.00
H: 3.4779 2.1620 0.1863  0.00
H: -0.5687 4.7097 3.2523  0.00
H: -1.3781 6.9841 2.8557  0.00
H: -1.4268 7.9182 0.5576  0.00
H: -0.6514 6.5187 -1.3402  0.00
H: 0.1449 4.2328 -0.9459  0.00
F: -1.3728 0.2715 -2.6216  0.00
C: -1.4564 1.6847 -2.9557  0.00
F: -0.4243 2.1662 -2.0504  0.00
C: -0.7727 1.7629 -4.3004  0.00
F: -1.5470 1.1712 -5.2344  0.00
F: -0.6077 3.0523 -4.6534  0.00
F: 0.4550 1.1888 -4.4352  0.00

Q: Which formula does entry 2 have?
A: H12O6

Q: Among the records above, which one has the highest relative energy (zero: lowest compared OMol25 entry of this formula, charge and spin)?
A: H12O6

Q: relative energy (zero: lowest compared OMol25 entry of this formula, charge and spin) of number 2 (H12O6)?
A: 28.83 kcal/mol

Q: The highest relative energy (zero: lowest compared OMol25 entry of this formula, charge and spin) belongs to which entry?
A: H12O6